# 1
DFT (ωB97M-V/def2-TZVPD) results for a molecular structure, C17H27FNNiO2P2 in a non-equilibrium geometry.

Computed properties:
⟨S²⟩: 2.011
Molar mass: 417.05 u
Lowest unoccupied orbital energy (spin up / spin down): -2.844 / -3.650 eV
Orbital gap (spin up / spin down): 7.52 / 7.34 eV
Maximum force: 3.3 eV Å⁻¹
2S+1: 3
E_HOMO (spin up / spin down): -0.381 / -0.404 Eh
Relative energy (zero: lowest compared OMol25 entry of this formula, charge and spin): 15.15 kJ/mol
Calculated total energy: -85983.436 eV
Total charge: +1

Each line ends with the Mulliken charge.
Geometry (Å):
Ni 0.0221 0.1070 0.4356  -0.423
P -2.0921 -0.2831 0.1533  1.068
C -2.1373 0.1115 -1.6477  -1.721
C -0.8503 0.7350 -2.1240  0.294
N 0.2548 0.5150 -1.3723  0.892
C 1.5097 0.7844 -1.8045  0.720
C 1.6686 1.4531 -3.0111  -1.082
C 0.5391 1.7525 -3.7807  -0.454
C -0.7196 1.3827 -3.3373  -0.806
C 2.5910 0.3946 -0.8607  -1.368
P 2.0633 -1.0647 0.1146  1.003
H -1.6095 1.4783 -3.9942  0.451
H 2.6385 1.7563 -3.2920  0.592
H 0.6591 2.2701 -4.7213  0.437
H 3.4877 0.1502 -1.3944  0.649
H 2.8377 1.1618 -0.1360  0.445
H -2.2220 -0.8270 -2.1616  0.421
H -3.0358 0.6244 -1.8895  0.791
H -0.8071 -2.5724 -2.3281  0.332
O -1.4360 -2.5825 -3.0478  -0.674
H -2.1221 -3.1256 -2.6607  0.340
H 0.5864 -2.3373 -0.2490  -0.292
O -0.1393 -2.9802 -0.3064  -0.609
H 0.0759 -3.8479 -0.4859  0.295
C 2.8184 -2.4506 -0.8038  -1.266
H 3.7029 -2.0504 -1.3414  0.393
H 3.1143 -3.2717 -0.1132  0.372
H 2.0859 -2.8782 -1.5117  0.469
C 2.7701 -1.0843 1.7480  -1.237
H 2.4457 -2.0035 2.2400  0.391
H 3.8610 -1.0516 1.7197  0.410
H 2.3846 -0.2451 2.3274  0.336
C -3.1476 1.0360 0.7228  -1.382
H -3.9738 1.0212 0.0303  0.499
H -3.4253 0.8853 1.7866  0.369
H -2.6129 1.9896 0.6494  0.377
C -2.8934 -1.8460 0.5268  -1.124
H -3.1050 -1.8763 1.6076  0.378
H -3.8227 -1.8820 -0.0523  0.419
H -2.2193 -2.6666 0.2558  0.211
F -0.0514 3.7549 4.9508  -0.331
C 0.0123 2.8386 3.9344  0.270
C 0.4204 3.3062 2.6846  -0.828
C 0.4529 2.3821 1.6342  0.149
C 0.0309 1.0997 1.9234  -0.221
C -0.3560 0.6150 3.1519  0.095
C -0.3787 1.5296 4.2098  -0.716
H 0.7186 4.3328 2.5089  0.454
H 0.7567 2.6637 0.6140  0.337
H -0.6713 -0.4213 3.2804  0.450
H -0.6803 1.2168 5.2170  0.428

Cartesian forces (eV/Å) of the 2 atoms listed first:
Ni 0.696 -3.163 -0.464
P 0.415 0.459 -0.125

***

# 2
DFT (ωB97M-V/def2-TZVPD) results for a gas-phase ion, C17H27N2O (charge +1) in a non-equilibrium geometry.

Computed properties:
Molar mass: 275.42 u
SMILES string: CCCCCCCCCCCc1cccc[n+]1N=C=O
Lowest unoccupied orbital energy: -4.782 eV
Orbital gap: 7.72 eV
Maximum force: 3.5 eV Å⁻¹
E_HOMO: -0.459 Eh
Relative energy (zero: lowest compared OMol25 entry of this formula, charge and spin): 664.91 kJ/mol
Calculated total energy: -23083.353 eV
Total charge: +1

Each line ends with the Mulliken charge.
Geometry (Å):
C 3.5691 -1.4438 1.4165  -0.550
C 4.7496 -1.0967 0.3942  -0.628
C 4.6484 0.3867 -0.2045  -0.721
C 3.2902 0.6407 -1.0184  -0.232
C 2.6034 2.0635 -0.6759  -0.585
C 1.1067 1.7585 -0.2210  -0.256
C 0.0485 2.9019 -0.5512  -0.611
C -1.4090 2.2219 -0.7397  -0.525
C -2.3114 2.2790 0.5668  -0.703
C -2.0657 1.1241 1.6351  -0.956
C -1.5695 -0.2636 1.0583  0.042
C -2.6969 -1.1049 0.3264  0.606
C -4.0257 -0.5790 -0.1032  -0.395
C -4.9926 -1.5100 -0.7752  -0.453
C -4.6071 -2.9550 -0.9742  -0.546
C -3.2601 -3.3935 -0.5087  -0.022
N -2.3709 -2.4723 0.0913  0.404
N -1.1027 -2.9903 0.4636  -0.844
C -0.5070 -3.2253 -0.6654  0.735
O -0.1633 -3.6819 -1.6773  -0.288
H 3.1905 -0.4724 1.8535  0.171
H 3.9163 -2.1371 2.2517  0.352
H 2.7125 -1.9341 0.8400  -0.041
H 4.8740 -1.8897 -0.4064  0.324
H 5.7102 -1.1112 1.0133  0.334
H 4.7593 1.1212 0.6461  0.337
H 5.4936 0.4738 -0.9664  0.262
H 3.4554 0.6263 -2.1464  0.366
H 2.6124 -0.2389 -0.7927  -0.002
H 2.5726 2.7605 -1.5640  0.379
H 3.1712 2.4724 0.2131  0.265
H 0.7681 0.8340 -0.8019  0.068
H 1.0324 1.5513 0.9009  0.162
H -0.0388 3.7121 0.2298  0.287
H 0.3018 3.3786 -1.5579  0.380
H -1.9312 2.8893 -1.5091  0.382
H -1.3457 1.1994 -1.2296  0.185
H -3.4128 2.3896 0.2851  0.302
H -2.0525 3.2621 1.0892  0.397
H -1.2704 1.4916 2.3559  0.419
H -3.0106 0.9937 2.2560  0.373
H -1.2734 -0.9008 1.9624  0.449
H -0.6505 -0.2158 0.4062  0.009
H -4.2990 0.4965 0.0540  0.217
H -6.0158 -1.2074 -1.1402  0.389
H -5.2671 -3.7305 -1.4501  0.371
H -2.9362 -4.4739 -0.6301  0.391

Cartesian forces (eV/Å) of the 2 atoms listed first:
C 0.064 0.003 -0.787
C 0.535 0.489 0.996

***

# 3
DFT (ωB97M-V/def2-TZVPD) results for a molecular structure, C17H27N2O2S6SbSiZr.

Computed properties:
⟨S²⟩: 0.757
Molar mass: 724.89 u
Lowest unoccupied orbital energy (spin up / spin down): 2.150 / 2.147 eV
Orbital gap (spin up / spin down): 4.51 / 6.22 eV
Maximum force: 0.9 eV Å⁻¹
2S+1: 2
E_HOMO (spin up / spin down): -0.087 / -0.150 Eh
Relative energy (zero: lowest compared OMol25 entry of this formula, charge and spin): 94.94 kJ/mol
Calculated total energy: -105855.879 eV
Total charge: -1

Each line ends with the Mulliken charge.
Geometry (Å):
Zr 0.3622 -0.2019 1.7318  0.632
C 1.4286 -0.5793 -4.4196  -1.002
Si 0.3045 -1.9442 -3.8035  0.163
C 0.5127 -3.4435 -4.9233  -1.124
C -1.4845 -1.4180 -3.9385  -0.924
C 0.8311 -2.4632 -2.0754  0.352
C 1.5517 -3.6322 -1.8640  0.085
C 1.9642 -4.0173 -0.5900  -0.999
C 1.6174 -3.2045 0.4670  -0.477
N 0.9454 -2.0660 0.2964  0.010
C 0.5764 -1.6657 -0.9372  0.431
S -0.1497 -0.0748 -0.9921  -0.538
H 1.1796 -0.2856 -5.4421  0.330
H 2.4730 -0.8978 -4.3995  0.334
H 1.3287 0.2973 -3.7771  0.263
H 0.2010 -3.1869 -5.9383  0.288
H -0.1081 -4.2772 -4.5864  0.332
H 1.5454 -3.7937 -4.9772  0.310
H -1.7600 -1.3272 -4.9925  0.326
H -1.6554 -0.4671 -3.4391  0.240
H -2.1435 -2.1592 -3.4794  0.328
H 1.7936 -4.2694 -2.7071  0.291
H 2.5245 -4.9259 -0.4232  0.395
H 1.8745 -3.4446 1.4927  0.443
S 2.9296 0.7906 5.5994  -0.714
Sb 0.6982 0.4750 5.0870  1.048
S 0.2193 1.8948 3.1779  -0.664
S 0.5007 -1.5425 3.7862  -0.581
S -0.8919 0.6169 6.7259  -0.715
C -3.4021 1.8377 3.9465  -0.943
C -3.9412 1.1476 2.7055  -0.555
S -2.7052 1.0193 1.4003  0.486
O -1.8925 -0.2050 1.8083  -0.605
C -3.7682 0.3645 0.0857  -0.281
C -4.3394 1.4920 -0.7587  -1.105
H -4.2096 1.9687 4.6679  0.373
H -2.9834 2.8158 3.7090  0.296
H -2.6165 1.2565 4.4297  0.094
H -4.7843 1.6855 2.2605  0.402
H -4.2327 0.1147 2.9088  0.342
H -4.5423 -0.2548 0.5418  0.372
H -3.0924 -0.2706 -0.4867  0.175
H -4.9372 2.1824 -0.1599  0.318
H -4.9816 1.0928 -1.5437  0.382
H -3.5398 2.0626 -1.2318  0.277
O 2.3630 0.3594 1.5183  -0.571
N 2.8913 1.5595 1.3774  0.350
C 2.7620 2.1925 0.2025  0.037
C 3.3279 3.4380 0.0355  -0.860
C 4.0030 4.0152 1.1023  -0.038
C 4.0837 3.3496 2.3074  -0.767
C 3.5005 2.0978 2.4392  0.268
H 2.1881 1.6543 -0.5407  0.432
H 3.2215 3.9410 -0.9139  0.400
H 4.4478 4.9960 0.9912  0.384
H 4.5654 3.7819 3.1718  0.433
H 3.4447 1.5181 3.3671  0.042

Cartesian forces (eV/Å) of the 2 atoms listed first:
Zr -0.916 -0.152 -0.019
C -0.006 0.054 0.035

***

# 4
DFT (ωB97M-V/def2-TZVPD) results for a single C17H27N3O2 molecule.

Computed properties:
Molar mass: 305.42 u
SMILES string: CCCCCCCCCCNC(=O)C(=O)Nc1ccccn1
Lowest unoccupied orbital energy: 0.463 eV
Orbital gap: 9.51 eV
Maximum force: 0.6 eV Å⁻¹
E_HOMO: -0.332 Eh
Relative energy (zero: lowest compared OMol25 entry of this formula, charge and spin): 0.00 kJ/mol
Calculated total energy: -26634.360 eV

Each line ends with the Mulliken charge.
Geometry (Å):
C -0.9813 -0.7163 -2.4527  -0.693
C -0.5226 -0.5090 -3.8920  -0.570
C 0.6454 0.4710 -4.0212  -0.991
C 1.8799 0.1078 -3.1952  0.405
C 2.4605 -1.2598 -3.5488  -0.394
C 3.8511 -1.5015 -2.9570  -1.193
C 3.9348 -1.3504 -1.4364  -0.361
C 2.9722 -2.2721 -0.6901  0.134
C 3.2076 -2.3024 0.8210  -0.827
H 4.1990 -2.7067 1.0333  0.388
H 2.4692 -2.9650 1.2767  0.377
C 3.1071 -0.9265 1.4905  -1.020
N 1.8796 -0.2420 1.1679  -0.031
C 0.7993 -0.2158 1.9493  0.542
O 0.6836 -0.7180 3.0535  -0.717
C -0.3524 0.5677 1.3018  0.674
O -0.2290 1.0952 0.2111  -0.711
N -1.4378 0.5639 2.0970  -0.100
C -2.6867 1.1388 1.9046  0.540
N -3.5273 0.9424 2.9138  -0.547
C -4.7429 1.4497 2.8255  -0.366
C -5.1865 2.1761 1.7320  -0.339
C -4.3035 2.3777 0.6803  -0.609
C -3.0261 1.8543 0.7564  -0.270
H -2.3076 1.9884 -0.0340  0.370
H -4.6070 2.9382 -0.1917  0.408
H -6.1892 2.5717 1.7034  0.373
H -5.3850 1.2604 3.6754  0.392
H -1.3179 0.0648 2.9785  0.237
H 1.7846 0.2125 0.2678  0.174
H 3.1258 -1.0523 2.5759  0.446
H 3.9469 -0.2954 1.1907  0.377
H 3.0869 -3.2885 -1.0739  0.445
H 1.9430 -1.9653 -0.8806  -0.402
H 4.9574 -1.5803 -1.1254  0.373
H 3.7382 -0.3102 -1.1738  0.239
H 4.5552 -0.7985 -3.4096  0.377
H 4.1726 -2.5096 -3.2313  0.369
H 1.7842 -2.0468 -3.2144  0.241
H 2.5385 -1.3382 -4.6364  0.412
H 1.6112 0.1418 -2.1394  -0.596
H 2.6428 0.8719 -3.3678  0.412
H 0.9269 0.5390 -5.0755  0.370
H 0.3054 1.4602 -3.7049  0.360
H -1.3570 -0.1137 -4.4769  0.382
H -0.2485 -1.4711 -4.3293  0.307
H -0.2690 -1.3216 -1.8972  0.049
H -1.9411 -1.2284 -2.4304  0.462
H -1.0852 0.2369 -1.9405  0.099

Cartesian forces (eV/Å) of the 2 atoms listed first:
C -0.029 0.007 -0.273
C 0.046 0.130 0.065

***

# 5
DFT (ωB97M-V/def2-TZVPD) results for a single C17H27N7O2 molecule in a non-equilibrium geometry.

Computed properties:
Molar mass: 361.45 u
SMILES string: COCCCNc1nc2nonc2nc1N1CCN(C2CCCC2)CC1
Lowest unoccupied orbital energy: -0.199 eV
Orbital gap: 8.15 eV
Maximum force: 1.8 eV Å⁻¹
E_HOMO: -0.307 Eh
Relative energy (zero: lowest compared OMol25 entry of this formula, charge and spin): 416.85 kJ/mol
Calculated total energy: -32590.274 eV

Each line ends with the Mulliken charge.
Geometry (Å):
C -3.4504 -1.3769 -2.1386  -0.652
H -4.2404 -1.6081 -2.8616  0.363
O -3.4669 -2.2870 -1.0650  -0.383
C -4.7073 -2.3861 -0.3911  -0.629
C -5.0290 -1.2040 0.5301  -0.453
H -6.0106 -1.3721 0.9730  0.418
H -5.0736 -0.2765 -0.0421  0.242
C -3.9930 -1.0431 1.6474  -0.985
N -2.6681 -0.7735 1.1285  -0.294
C -2.3490 0.4800 0.7221  -0.181
N -3.1669 1.4569 1.0189  -0.511
C -2.8552 2.6500 0.4759  0.397
N -3.4587 3.8086 0.5771  -0.681
O -2.8015 4.6320 -0.2631  -0.023
N -1.7849 4.0306 -0.9094  -0.690
C -1.7754 2.7938 -0.4756  0.543
N -0.9154 1.7915 -0.7437  -0.277
C -1.1290 0.6777 -0.0870  0.898
N -0.2742 -0.3625 -0.2893  0.272
C 0.2372 -1.1483 0.8173  -0.770
C 1.5461 -0.5367 1.3400  -0.875
N 2.5151 -0.4848 0.2689  0.086
C 2.0188 0.3829 -0.7828  -0.409
C 0.7262 -0.2210 -1.3320  -1.503
H 0.9293 -1.2232 -1.7202  0.433
H 0.3195 0.4149 -2.1170  0.603
H 1.7947 1.4003 -0.4247  0.260
H 2.7535 0.4501 -1.5836  0.576
C 3.8872 -0.2696 0.6994  -0.295
C 4.8899 -0.7456 -0.3742  -0.813
H 5.3156 -1.7136 -0.1161  0.344
H 4.3776 -0.8576 -1.3284  0.319
C 5.9578 0.3447 -0.4635  -0.633
H 6.4297 0.3827 -1.4443  0.368
H 6.7339 0.1696 0.2835  0.289
C 5.2015 1.6257 -0.1237  -0.569
H 4.6138 1.9534 -0.9821  0.218
H 5.8662 2.4387 0.1654  0.407
C 4.2835 1.1941 1.0171  -0.986
H 4.8298 1.2254 1.9606  0.364
H 3.4115 1.8385 1.1166  0.371
H 4.0068 -0.8798 1.5998  0.649
H 1.3243 0.4638 1.7569  0.220
H 1.9303 -1.1670 2.1449  0.522
H 0.4372 -2.1593 0.4507  0.313
H -0.4831 -1.1862 1.6328  0.578
H -2.3041 -1.5198 0.5473  0.455
H -3.9335 -1.9599 2.2397  0.466
H -4.2725 -0.2060 2.2883  0.479
H -4.6282 -3.3025 0.2016  0.319
H -5.5175 -2.5112 -1.1232  0.411
H -3.5707 -0.3403 -1.8051  0.249
H -2.4781 -1.4837 -2.6162  0.179

Cartesian forces (eV/Å) of the 2 atoms listed first:
C 0.036 0.094 -0.049
H 0.013 0.010 0.002

***

# 6
DFT (ωB97M-V/def2-TZVPD) results for a molecular structure, C17H27O13Rb2 in a non-equilibrium geometry.

Computed properties:
Molar mass: 610.33 u
Lowest unoccupied orbital energy: -4.435 eV
Orbital gap: 6.37 eV
Maximum force: 6.1 eV Å⁻¹
E_HOMO: -0.397 Eh
Relative energy (zero: lowest compared OMol25 entry of this formula, charge and spin): 0.00 kJ/mol
Calculated total energy: -45986.617 eV
Total charge: +1

Each line ends with the Mulliken charge.
Geometry (Å):
Rb -5.1479 -13.4674 -13.9341  0.988
Rb -2.7480 -16.4775 -12.7244  0.933
C -6.2370 -17.1435 -14.3826  -0.554
O -5.5126 -16.2964 -13.5638  -0.889
H -5.6822 -17.7611 -15.0890  0.176
H -6.9292 -17.7532 -13.8019  0.150
H -6.9927 -16.6059 -14.9552  0.180
C -10.3777 -16.1571 -14.6997  -1.292
C -10.5580 -14.8132 -14.0884  0.445
C -9.4084 -13.9360 -13.9228  -0.412
O -10.0144 -12.6701 -13.9003  -0.335
C -11.1347 -12.7056 -14.5773  0.586
O -11.7538 -11.7078 -14.8742  -0.548
O -11.3881 -14.0131 -14.8957  -0.366
H -10.1035 -16.0348 -15.7475  0.365
H -11.1828 -16.8916 -14.6774  0.380
H -9.4885 -16.5624 -14.2168  0.254
H -11.0267 -14.7401 -13.1070  0.320
H -8.6770 -14.0697 -14.7198  0.259
H -8.9499 -14.1550 -12.9585  0.349
C -8.6826 -20.9777 -17.4607  -1.619
C -8.0835 -21.0772 -16.0277  0.934
C -8.9045 -20.3263 -14.9656  -0.068
O -9.4911 -21.2510 -14.2039  -0.327
C -8.9783 -22.4690 -14.4546  0.594
O -9.1656 -23.4859 -13.8018  -0.555
O -8.2628 -22.4269 -15.6561  -0.383
H -8.0796 -21.4430 -18.2404  0.379
H -8.7828 -19.9269 -17.7327  0.389
H -9.5461 -21.6392 -17.5310  0.398
H -7.0761 -20.7140 -16.2312  -0.074
H -9.6804 -19.6368 -15.2984  0.232
H -8.1821 -19.7593 -14.3785  0.097
C -3.2225 -23.0762 -13.4622  -1.474
C -4.0485 -22.0903 -14.3254  0.375
C -3.5723 -20.6608 -14.4967  -0.341
O -3.5144 -20.4431 -15.8727  -0.095
C -3.8725 -21.5155 -16.5472  0.575
O -3.9092 -21.4237 -17.7621  -0.570
O -4.0496 -22.5390 -15.6683  -0.383
H -3.7367 -24.0322 -13.5609  0.374
H -3.2613 -22.7246 -12.4312  0.370
H -2.1891 -23.0688 -13.8089  0.362
H -5.0769 -22.0766 -13.9643  0.172
H -2.5465 -20.5700 -14.1397  0.327
H -4.2270 -20.0668 -13.8589  0.269
C -0.1529 -17.3768 -18.5665  -1.387
C -1.3121 -18.1421 -17.8660  0.355
C -1.9346 -17.3690 -16.6637  -0.566
O -3.2709 -17.5915 -16.8498  -0.107
C -3.5015 -17.8628 -18.1554  0.651
O -4.4991 -17.6750 -18.9000  -0.644
O -2.3880 -18.1539 -18.6554  -0.299
H 0.5712 -17.1603 -17.7811  0.386
H -0.3696 -16.3879 -18.9705  0.332
H 0.3765 -18.0580 -19.2325  0.357
H -1.1754 -19.1671 -17.5212  0.344
H -1.8969 -16.2796 -16.6575  0.315
H -1.5016 -17.6770 -15.7119  0.319

Cartesian forces (eV/Å) of the 2 atoms listed first:
Rb -0.531 -0.479 -0.100
Rb -0.669 -0.377 -0.139

***

Look up the calculated total energy of the first one.
-85983.436 eV

***

Which of these has the highest relative energy (zero: lowest compared OMol25 entry of this formula, charge and spin)?
C17H27N2O

***

Number 4 is which compound?
C17H27N3O2

***

Among the records above, which one has the lowest maximum force?
C17H27N3O2